a.
Molecular formula: C5H6N2S
Method: DFT, the ωB97M-V functional and the def2-TZVPD basis

Structure (XYZ):
```
14
Properties=species:S:1:pos:R:3:lowdin_charge:R:1
S 3.302 -0.390 -0.126 0.685
C 1.695 -0.453 -0.185 -0.651
C 0.787 0.673 0.101 -0.291
C -0.508 0.501 0.908 -0.135
C -0.991 -0.934 0.907 -0.127
N -1.266 -1.323 -0.272 0.021
N -1.226 -0.248 -1.155 -0.015
C -0.537 0.877 -0.549 -0.216
H 1.173 -1.368 -0.481 0.054
H 1.282 1.647 0.293 0.139
H -0.633 1.172 1.758 0.135
H -1.151 -1.508 1.817 0.115
H -1.025 -0.533 -2.097 0.121
H -0.903 1.888 -0.919 0.166
```

- LUMO: -0.148 eV
- 2S+1: 1
- Gap between HOMO and LUMO: 0.3130 Ha

=====

b.
Molecular formula: C5H6N2S
Method: DFT, the ωB97M-V functional and the def2-TZVPD basis

Structure (XYZ):
```
14
Properties=species:S:1:pos:R:3:lowdin_charge:R:1
C -2.076 -0.249 0.871 -0.264
C -2.657 -0.774 -0.228 -0.427
S -1.496 -0.880 -1.526 0.981
C -0.269 -0.138 -0.412 -0.601
N 1.032 0.176 -0.968 -0.065
C 2.251 -0.264 0.084 -0.020
C 1.800 1.172 -0.163 -0.150
N -0.750 0.093 0.776 0.035
H -2.609 -0.161 1.785 0.092
H -3.722 -0.736 -0.351 0.059
H 2.930 -0.719 -0.628 0.079
H 2.144 -0.934 0.898 0.080
H 1.154 1.533 0.681 0.106
H 2.268 1.880 -0.818 0.094
```

- LUMO: 0.923 eV
- 2S+1: 1
- Gap between HOMO and LUMO: 0.3543 Ha

=====

c.
Molecular formula: C5H6N2S
Method: DFT, the ωB97M-V functional and the def2-TZVPD basis

Structure (XYZ):
```
14
Properties=species:S:1:pos:R:3:lowdin_charge:R:1
C 0.922 -0.881 -1.805 -0.124
C 0.058 0.097 -2.375 -0.293
C 1.011 -0.968 -0.526 -0.160
C -0.015 0.192 1.433 -0.821
C -1.205 0.835 1.909 -0.132
N -0.674 0.917 -1.750 0.186
N 0.119 -0.286 0.262 0.056
S 1.308 0.050 2.613 0.687
H 1.340 -1.543 -2.429 0.063
H -0.041 0.056 -3.500 0.122
H 1.742 -1.672 -0.025 0.140
H -0.916 1.867 1.808 0.083
H -1.478 0.757 2.988 0.088
H -2.172 0.579 1.398 0.106
```

- LUMO (spin up / spin down): -2.630 / -0.222 eV
- 2S+1: 1
- Gap between HOMO and LUMO (spin up / spin down): 0.2147 / 0.3209 Ha

=====

The structure with the most favorable energy is b; the runner-up is 0.308 eV above it.

=====

a.
Molecular formula: C4H9NO4
Method: DFT, the ωB97M-V functional and the def2-TZVPD basis

Structure (XYZ):
```
18
Properties=species:S:1:pos:R:3:lowdin_charge:R:1
O 1.356 -0.066 -2.773 0.085
C 0.662 -0.250 -1.794 -0.401
N -0.242 0.544 -1.110 0.144
C -0.667 -0.498 -0.176 -0.229
C -0.227 -0.391 1.265 -0.202
O -0.705 0.830 1.808 -0.075
C 0.147 -1.504 -1.056 -0.233
O 1.158 -2.257 -0.470 0.015
H -0.499 1.528 -1.143 0.137
H -1.754 -0.660 -0.212 0.147
H 0.870 -0.408 1.352 0.134
H -0.620 -1.261 1.815 0.132
H -0.585 0.832 2.762 0.102
H -0.509 -2.112 -1.697 0.162
H 0.825 -3.122 -0.219 0.102
O 0.550 2.861 0.269 -0.087
H 0.011 3.678 0.417 0.065
H 0.229 2.257 0.964 0.001
```

- LUMO: 0.399 eV
- 2S+1: 1
- Gap between HOMO and LUMO: 0.3676 Ha

=====

b.
Molecular formula: C4H9NO4
Method: DFT, the ωB97M-V functional and the def2-TZVPD basis

Structure (XYZ):
```
18
Properties=species:S:1:pos:R:3:lowdin_charge:R:1
C 2.066 0.047 0.558 -0.038
C 1.221 -0.270 -0.686 -0.407
O 1.688 -1.452 -1.333 -0.043
C -0.271 -0.437 -0.405 -0.124
N -0.971 0.839 -0.190 -0.073
O -0.652 1.347 1.105 -0.016
C -2.382 0.619 -0.241 -0.542
O -2.962 0.597 -1.279 0.157
O -2.981 0.458 0.971 0.108
H 1.468 0.073 1.468 0.069
H 2.828 -0.727 0.666 0.081
H 2.600 0.993 0.455 0.078
H 1.330 0.518 -1.432 0.146
H 1.533 -2.200 -0.744 0.092
H -0.425 -1.101 0.461 0.141
H -0.729 -0.886 -1.288 0.138
H 0.037 1.993 0.909 0.107
H -3.398 -0.410 1.004 0.127
```

- LUMO: 0.578 eV
- 2S+1: 1
- Gap between HOMO and LUMO: 0.3914 Ha

=====

The structure with the most favorable energy is a; the runner-up is 1.158 eV above it.

=====

a.
Molecular formula: C2H4N2O2
Method: DFT, the ωB97M-V functional and the def2-TZVPD basis

Structure (XYZ):
```
10
Properties=species:S:1:pos:R:3:lowdin_charge:R:1
H 0.194 0.192 -1.878 0.052
N -0.704 -0.047 -1.428 0.143
C -0.483 -0.183 -0.155 -0.397
N -1.541 -0.473 0.662 0.103
C 0.958 -0.026 0.403 -0.454
O 1.366 -0.496 1.440 0.116
O 1.724 0.687 -0.436 0.092
H -2.362 -0.646 0.089 0.097
H -1.750 0.290 1.298 0.105
H 2.599 0.704 0.005 0.144
```

- LUMO: 0.471 eV
- 2S+1: 1
- Gap between HOMO and LUMO: 0.3859 Ha

=====

b.
Molecular formula: C2H4N2O2
Method: DFT, the ωB97M-V functional and the def2-TZVPD basis

Structure (XYZ):
```
10
Properties=species:S:1:pos:R:3:lowdin_charge:R:1
N 1.207 1.061 -0.370 0.152
C 0.163 0.245 -0.589 -0.164
N 0.070 -0.871 0.159 -0.221
O 0.900 -1.036 1.111 -0.153
C -1.454 -0.632 0.534 -0.185
O -2.378 -0.645 -0.218 0.073
H 1.563 1.674 -1.081 0.108
H 1.874 0.691 0.307 0.104
H -0.452 0.347 -1.469 0.145
H -1.494 -0.833 1.616 0.141
```

- LUMO (spin up / spin down): 0.599 / 0.599 eV
- 2S+1: 1
- Gap between HOMO and LUMO (spin up / spin down): 0.3328 / 0.3328 Ha

=====

c.
Molecular formula: C2H4N2O2
Method: DFT, the ωB97M-V functional and the def2-TZVPD basis

Structure (XYZ):
```
10
Properties=species:S:1:pos:R:3:lowdin_charge:R:1
N -0.182 -1.461 0.163 0.061
N -0.166 -0.075 0.114 -0.121
C 1.442 0.701 0.103 -0.070
O 2.362 -0.017 0.012 0.111
C -1.266 0.686 0.008 -0.411
O -2.396 0.271 -0.100 0.019
H -0.834 -1.822 -0.534 0.096
H 0.762 -1.805 -0.004 0.078
H 1.286 1.760 0.223 0.115
H -1.006 1.762 0.015 0.121
```

- LUMO: 0.190 eV
- 2S+1: 1
- Gap between HOMO and LUMO: 0.3290 Ha

=====

The structure with the most favorable energy is a; the runner-up is 2.160 eV above it.

=====

a.
Molecular formula: C4H11N2
Method: DFT, the ωB97M-V functional and the def2-TZVPD basis

Structure (XYZ):
```
17
Properties=species:S:1:pos:R:3:lowdin_charge:R:1
C 0.611 1.388 -0.332 -0.107
C -0.351 0.400 -1.096 -0.234
C -0.540 -0.912 -0.323 -0.530
C 0.033 -2.044 -0.793 -0.085
N -1.062 -0.749 1.024 -0.008
N 0.791 1.093 1.274 0.174
H 1.637 1.290 -0.727 0.095
H 0.097 2.337 -0.635 0.062
H -1.392 0.991 -1.258 0.076
H -0.041 0.196 -2.145 0.097
H 0.045 -3.020 -0.218 0.018
H 0.654 -1.930 -1.725 0.027
H -0.885 -1.711 1.358 0.077
H -2.082 -0.447 0.990 0.104
H 1.721 0.854 1.346 0.068
H 0.654 1.938 1.830 0.130
H 0.110 0.326 1.429 0.037
```

- LUMO (spin up / spin down): 0.366 / 0.297 eV
- 2S+1: 2
- Gap between HOMO and LUMO (spin up / spin down): 0.0975 / 0.2955 Ha

=====

b.
Molecular formula: C4H11N2
Method: DFT, the ωB97M-V functional and the def2-TZVPD basis

Structure (XYZ):
```
17
Properties=species:S:1:pos:R:3:lowdin_charge:R:1
C -2.850 -1.276 -0.778 -0.090
C -1.130 0.230 -1.613 -0.142
N -1.518 -0.912 -1.204 -0.203
H -2.764 -1.799 0.197 0.091
H -3.324 -1.828 -1.613 0.085
H -3.422 -0.346 -0.670 0.076
H -1.904 0.965 -1.634 0.033
H -0.089 0.521 -1.706 0.042
H -0.874 -1.692 -1.178 0.131
C 2.700 -0.330 1.056 -0.039
C 1.642 0.526 0.986 -0.292
N 1.546 1.777 1.562 0.047
H 3.494 -0.248 1.778 0.028
H 2.740 -1.167 0.374 0.025
H 0.868 0.287 0.265 0.059
H 2.148 1.997 2.335 0.086
H 0.758 2.354 1.440 0.063
```

- LUMO (spin up / spin down): 1.042 / 0.981 eV
- 2S+1: 2
- Gap between HOMO and LUMO (spin up / spin down): 0.2361 / 0.3268 Ha

=====

The structure with the most favorable energy is b; the runner-up is 2.496 eV above it.

=====

a.
Molecular formula: C5H13NO4
Method: DFT, the ωB97M-V functional and the def2-TZVPD basis

Structure (XYZ):
```
23
Properties=species:S:1:pos:R:3:lowdin_charge:R:1
C 0.540 -2.138 -0.003 0.008
C -0.304 -1.312 -0.928 -0.543
O -0.947 -1.810 -1.827 0.054
N -0.319 0.043 -0.717 0.094
C 0.190 0.793 0.442 -0.325
C 1.699 1.076 0.292 -0.029
C -0.637 2.068 0.446 -0.191
O -1.736 2.120 0.934 0.068
H 1.587 -2.188 -0.288 0.070
H 0.036 -3.103 0.043 0.095
H 0.524 -1.679 0.992 0.074
H -0.963 0.521 -1.328 0.142
H -0.002 0.206 1.335 0.121
H 2.231 0.191 0.626 0.077
H 1.855 1.192 -0.771 0.071
H 2.034 1.897 0.929 0.086
H -0.197 2.935 -0.083 0.139
O -1.977 0.408 3.114 -0.067
H -1.613 1.182 3.547 0.030
H -2.208 0.689 2.217 0.003
O 2.856 -1.167 -2.083 -0.062
H 2.302 -0.398 -2.305 0.032
H 2.599 -1.751 -2.811 0.053
```

- LUMO: 0.198 eV
- 2S+1: 1
- Gap between HOMO and LUMO: 0.3734 Ha

=====

b.
Molecular formula: C5H13NO4
Method: DFT, the ωB97M-V functional and the def2-TZVPD basis

Structure (XYZ):
```
23
Properties=species:S:1:pos:R:3:lowdin_charge:R:1
C 0.243 -0.440 0.250 -0.539
C 2.350 1.160 0.057 -0.302
C -2.291 -0.570 0.772 -0.044
C 0.768 -1.400 1.248 0.008
C -2.845 -0.648 -0.602 -0.182
N -0.160 0.746 0.618 0.081
O -0.568 1.476 -0.537 -0.083
O 0.290 -0.832 -1.024 0.085
O 1.950 2.334 -0.602 -0.077
O 3.114 0.318 -0.732 -0.033
H 0.129 2.164 -0.602 0.081
H -0.099 -0.083 -1.525 0.122
H 2.656 2.654 -1.192 0.106
H 2.535 -0.130 -1.365 0.081
H 2.853 1.353 1.003 0.105
H -2.543 0.283 1.386 0.052
H -2.081 -1.485 1.311 0.047
H 1.842 -1.512 1.083 0.093
H 0.591 -1.024 2.252 0.098
H 0.291 -2.372 1.120 0.093
H -2.402 -1.465 -1.178 0.068
H -2.687 0.290 -1.144 0.064
H -3.935 -0.817 -0.596 0.076
```

- LUMO: -0.725 eV
- 2S+1: 1
- Gap between HOMO and LUMO: 0.1753 Ha

=====

The structure with the most favorable energy is a; the runner-up is 7.086 eV above it.

=====

a.
Molecular formula: C4H12N2O3
Method: DFT, the ωB97M-V functional and the def2-TZVPD basis

Structure (XYZ):
```
21
Properties=species:S:1:pos:R:3:lowdin_charge:R:1
N 2.097 1.833 0.428 0.191
C 0.813 2.221 0.257 -0.620
O 0.073 2.583 1.162 0.061
O 0.420 2.115 -1.047 -0.003
O -0.984 2.568 -1.149 0.023
H 2.477 1.798 1.363 0.126
H 2.626 1.466 -0.349 0.116
H -1.191 2.624 -0.192 0.071
C 0.879 -1.469 0.185 -0.126
N -0.557 -1.725 0.249 -0.311
C -1.273 -0.615 0.872 -0.111
C -1.083 -1.985 -1.093 -0.116
H 1.125 -0.650 -0.499 0.059
H 1.411 -2.364 -0.157 0.083
H 1.280 -1.222 1.174 0.081
H -1.324 0.263 0.223 0.063
H -2.298 -0.919 1.110 0.085
H -0.807 -0.322 1.820 0.086
H -0.789 -2.988 -1.419 0.080
H -0.717 -1.260 -1.831 0.081
H -2.178 -1.951 -1.108 0.083
```

- LUMO: 0.634 eV
- 2S+1: 1
- Gap between HOMO and LUMO: 0.3366 Ha

=====

b.
Molecular formula: C4H12N2O3
Method: DFT, the ωB97M-V functional and the def2-TZVPD basis

Structure (XYZ):
```
21
Properties=species:S:1:pos:R:3:lowdin_charge:R:1
C 1.483 -1.413 -0.556 -0.054
C 0.990 -0.609 0.622 -0.317
C 1.787 0.637 0.915 -0.053
O -0.579 -0.248 0.425 -0.305
N -1.607 -1.173 0.816 0.040
H 2.488 -1.796 -0.338 0.090
H 1.504 -0.819 -1.472 0.088
H 0.842 -2.282 -0.728 0.076
H 0.930 -1.224 1.523 0.124
H 1.977 1.220 0.011 0.083
H 1.250 1.282 1.615 0.088
H 2.761 0.360 1.335 0.089
H -1.919 -0.830 1.727 0.086
H -1.136 -2.068 0.954 0.076
N -2.035 0.830 -1.491 0.143
C -0.986 1.571 -1.001 -0.649
O -0.105 2.015 -1.744 0.046
O -1.259 2.139 0.216 0.066
H -1.916 0.549 -2.455 0.108
H -2.358 0.076 -0.890 0.067
H -2.112 1.782 0.515 0.109
```

- LUMO: 0.609 eV
- 2S+1: 1
- Gap between HOMO and LUMO: 0.3715 Ha

=====

The structure with the most favorable energy is b; the runner-up is 0.584 eV above it.